# C23H22CrFN6O8S2

A molecular structure, C23H22CrFN6O8S2 (wB97M-V/def2-TZVPD, OMol25).

Geometry as ORCA input:
```
! wB97M-V def2-TZVPD RIJCOSX def2/J DEFGRID3
* xyz 0 2
Cr -0.6905 0.1422 0.6135
C -1.8791 -1.6157 4.3242
C -1.4479 -1.3156 2.9311
N -1.6923 -0.2266 2.3176
N -2.3759 0.8068 2.9846
C -3.6482 1.0580 2.4755
N -3.9778 2.3680 2.4809
S -4.6505 -0.1698 2.0289
C -0.7610 -2.3284 2.0673
C -0.4627 -3.6092 2.4893
C 0.0324 -4.5145 1.5569
C 0.1809 -4.1183 0.2437
C -0.1093 -2.8017 -0.0962
N -0.5305 -1.9261 0.8035
H -2.8378 -1.1364 4.5105
H -1.1519 -1.2099 5.0303
H -1.9688 -2.6830 4.4953
H -1.7511 1.6062 3.0417
H -3.2455 3.0313 2.2528
H -4.8554 2.5707 2.0261
H -0.6213 -3.9048 3.5138
H 0.2765 -5.5233 1.8597
H 0.5208 -4.8028 -0.5191
H -0.0124 -2.4326 -1.1059
O -2.5386 3.7141 0.2538
C -1.9841 2.6754 -0.0724
O -1.1814 2.0209 0.6957
C -2.2061 2.1079 -1.4503
C -2.4752 2.9903 -2.4755
C -2.6600 2.5123 -3.7641
C -2.5867 1.1685 -4.0578
C -2.3047 0.2967 -3.0252
C -2.1259 0.7166 -1.6954
O -1.9715 -0.1412 -0.7200
N -2.1425 -1.1154 -3.4011
O -2.7960 -1.5197 -4.3367
O -1.3021 -1.7700 -2.8150
N -2.9093 3.4577 -4.8581
O -2.9377 4.6386 -4.5824
O -3.0460 3.0014 -5.9752
H -2.5511 4.0468 -2.2617
H -2.7294 0.8048 -5.0650
C 6.4521 -0.1392 1.9982
C 5.2711 -0.1242 1.0699
C 4.4646 1.0062 0.9535
C 3.3693 1.0205 0.1099
C 3.0844 -0.1144 -0.6351
C 3.8534 -1.2612 -0.5202
C 4.9525 -1.2552 0.3235
S 1.6412 -0.1616 -1.6536
C 2.1405 0.9083 -2.9848
O 0.5998 0.6857 -0.9557
H 6.5748 0.8174 2.5021
H 7.3725 -0.3559 1.4553
H 6.3340 -0.9098 2.7611
H 4.6901 1.8831 1.5465
H 2.7157 1.8810 0.0603
H 3.5989 -2.1500 -1.0837
H 5.5648 -2.1434 0.4133
H 2.6342 1.7871 -2.5763
H 1.2242 1.1857 -3.5025
H 2.8020 0.3597 -3.6521
F 0.7671 0.2100 1.6506
*
```

Properties
**Energy above the lowest of the compared OMol25 structures with the same formula, charge and spin**: 0.0 kcal per mole
**E**: -102334.844 eV
**Strongest force on any atom**: 0.50 eV/Å
**LUMO (alpha / beta)**: -0.92 / -1.05 eV
**HOMO energy (alpha / beta)**: -0.30963 / -0.30936 Ha